--- a ---
13
Properties=species:S:1:pos:R:3:nbo_charge:R:1 method="wB97M-V/def2-TZVPD" total_charge=+1 spin_multiplicity=1 homo_energy_ev="-14.133 / -12.683" orbital_gap_ev="9.22 / 5.70"
C -1.9553 2.2596 -0.4944 -0.042
C -1.6517 -0.0246 0.2443 0.223
C 1.9293 -1.5500 -0.4576 -0.274
N -1.8360 1.1020 -0.0699 -0.289
N 0.9612 -0.3027 1.1650 -0.147
O 1.4407 -1.4119 0.8535 -0.200
H -2.5403 2.9971 0.0293 0.235
H -1.1646 2.6802 -1.0343 0.225
H -2.0476 -0.9808 -0.1580 0.251
H 1.0629 -1.5573 -1.1227 0.204
H 2.6465 -2.3651 -0.5348 0.244
H 2.3186 -0.6203 -0.6568 0.209
H 0.8362 -0.2262 2.2363 0.361

---

--- b ---
13
Properties=species:S:1:pos:R:3:nbo_charge:R:1 method="wB97M-V/def2-TZVPD" total_charge=+1 spin_multiplicity=1 homo_energy_ev="-12.711 / -14.336" orbital_gap_ev="5.11 / 8.22"
C 2.0117 1.0494 -0.0852 0.156
C 0.8574 -1.0093 -0.4178 0.034
C -2.3235 0.4637 0.1827 -0.537
N -1.1614 0.1012 -0.4770 0.190
N 1.8533 -0.1784 0.2617 -0.539
O -0.4311 -0.7617 0.1477 -0.212
H 2.6742 1.6172 0.3959 0.160
H 0.8951 -0.6264 -1.4960 0.253
H 1.3094 -2.0374 -0.3414 0.252
H -3.1463 0.8559 -0.4924 0.296
H -2.6441 -0.2474 0.8460 0.241
H -2.2590 1.4211 0.5732 0.304
H 2.3643 -0.6478 0.9025 0.404

---

The most stable arrangement is a, and the next structure is 0.0092 hartree less stable.

---

--- a ---
13
Properties=species:S:1:pos:R:3:nbo_charge:R:1 method="wB97M-V/def2-TZVPD" total_charge=+1 spin_multiplicity=1 homo_energy_ev=-14.527 orbital_gap_ev=11.15
C -0.0908 -0.0287 1.0285 0.000
C -0.5090 -1.2525 0.6581 -0.062
N -1.1865 -1.1143 -0.5421 -0.456
C -1.4399 0.1590 -0.7756 0.250
N -0.6941 0.8475 0.1447 -0.453
H 0.5234 0.3723 1.8146 0.272
H -0.3995 -2.2157 1.1295 0.265
H -1.4177 -1.9339 -1.0756 0.459
H -2.0661 0.7121 -1.4598 0.261
H -0.8589 1.8363 0.0262 0.459
H 2.7212 0.5233 -0.9980 0.481
H 3.1139 1.1403 0.2748 0.483
O 2.3039 0.9543 -0.2254 -0.959

---

--- b ---
13
Properties=species:S:1:pos:R:3:nbo_charge:R:1 method="wB97M-V/def2-TZVPD" total_charge=+1 spin_multiplicity=1 homo_energy_ev=-16.811 smiles=CCCO[N+]#N orbital_gap_ev=8.34
C -1.7516 0.2899 0.1446 -0.608
C -0.3539 0.3708 -0.3825 -0.393
C 0.4217 -0.6283 0.3358 -0.111
N 3.6601 0.6741 -0.3427 0.298
N 2.6601 0.2780 -0.1730 0.182
O 1.6393 -0.9704 0.0696 -0.096
H -1.7557 0.2552 1.1633 0.221
H -2.4212 0.9875 -0.2837 0.258
H -2.1474 -0.6582 -0.2107 0.219
H 0.1538 1.3101 -0.2091 0.242
H -0.1705 0.1727 -1.4908 0.236
H 0.1649 -0.6058 1.4091 0.199
H -0.0996 -1.4757 -0.0299 0.354

---

The most stable arrangement is a, and the next structure is 0.2260 hartree less stable.

---

--- a ---
13
Properties=species:S:1:pos:R:3:nbo_charge:R:1 method="wB97M-V/def2-TZVPD" spin_multiplicity=1 homo_energy_ev=-10.119 smiles="CC(=O)C(=C=O)C(F)(F)F" orbital_gap_ev=9.56
C -1.9326 1.7431 0.0230 0.869
C -2.2052 0.2331 0.0888 -0.504
C -1.2065 -0.7626 -0.1192 0.523
C 0.1789 -0.2261 -0.3071 -0.708
C -3.6796 -0.1889 0.1002 0.992
O -1.6342 2.8370 -0.0452 -0.363
O -1.3891 -1.9635 -0.1383 -0.543
F -4.1978 0.1178 -1.1550 -0.351
F -3.9042 -1.4253 0.4588 -0.262
F -4.4844 0.7098 0.8101 -0.351
H 0.1343 -0.1268 -1.3505 0.236
H 0.9739 -1.0119 -0.0774 0.248
H 0.4571 0.6424 0.1678 0.212

---

--- b ---
13
Properties=species:S:1:pos:R:3:nbo_charge:R:1 method="wB97M-V/def2-TZVPD" spin_multiplicity=1 homo_energy_ev=-8.945 orbital_gap_ev=7.71
C 0.5151 -1.4427 0.0407 0.726
C -1.0003 0.4574 0.0993 -0.541
C -1.7870 -0.7814 -0.1226 0.490
C 0.2735 -0.1119 0.1473 -0.471
C 1.4386 0.8113 -0.0658 0.998
O 1.2831 -2.3192 0.1199 -0.515
O -1.0809 -1.8300 -0.2019 -0.412
F 1.4350 1.8613 0.9251 -0.394
F 2.6511 0.3373 0.0392 -0.288
F 1.3693 1.6523 -1.1750 -0.354
H -1.0211 1.2240 -0.6370 0.289
H -1.2506 0.9917 1.0919 0.282
H -2.8259 -0.8501 -0.2611 0.191

---

The most stable arrangement is a, and the next structure is 0.0098 hartree less stable.

---

--- a ---
7
Properties=species:S:1:pos:R:3:nbo_charge:R:1 method="wB97M-V/def2-TZVPD" spin_multiplicity=1 homo_energy_ev="-8.358 / -8.544" orbital_gap_ev="8.12 / 7.16"
C 2.0492 -0.1599 -0.1330 0.331
O 2.5536 0.2053 -1.1263 -0.453
Si -1.4152 0.3670 0.6123 0.917
Cl -1.2970 1.9599 -0.6191 -0.360
Cl -1.2557 -1.4544 -0.5573 -0.418
H 1.9934 -1.2726 0.2496 0.137
H -2.6283 0.3547 1.5738 -0.153

---

--- b ---
7
Properties=species:S:1:pos:R:3:nbo_charge:R:1 method="wB97M-V/def2-TZVPD" spin_multiplicity=1 homo_energy_ev="-8.453 / -8.870" orbital_gap_ev="8.01 / 7.46"
C 0.8228 0.8155 1.7576 0.342
O 1.7824 1.4490 1.4834 -0.441
Si -0.4830 -0.4101 -1.1889 0.914
Cl 0.6518 -0.8861 -2.8855 -0.386
Cl -1.3996 -2.0636 -0.3849 -0.401
H 0.3834 0.7103 2.7251 0.139
H -1.7579 0.3849 -1.5067 -0.168

---

The most stable arrangement is b, and the next structure is 0.0068 hartree less stable.

---

--- a ---
20
Properties=species:S:1:pos:R:3:nbo_charge:R:1 method="wB97M-V/def2-TZVPD" total_charge=+1 spin_multiplicity=1 homo_energy_ev=-13.524 orbital_gap_ev=9.29
C 0.5259 2.1120 -0.7149 0.419
C -3.5769 -0.3573 -0.2070 -0.742
C 2.4642 -0.6288 -1.0731 -0.587
C 1.9145 -0.1974 1.2991 -0.562
C -2.4797 -0.0834 0.7523 0.502
C 1.2740 -0.1555 -0.1516 -0.145
N 0.9289 1.0669 -0.6384 -0.130
O -1.3506 -0.4622 0.8645 -0.577
H -4.3202 -0.8190 0.3706 0.263
H -3.3240 -1.1179 -0.8750 0.228
H -4.0766 0.4563 -0.6911 0.258
H 3.4315 -0.2854 -0.7077 0.234
H 2.2252 -0.2597 -2.0509 0.213
H 2.3731 -1.6894 -1.1241 0.244
H 1.2448 -0.3823 2.0134 0.233
H 2.6563 -1.0457 1.2821 0.239
H 2.5780 0.6923 1.3641 0.222
H -2.9566 0.7614 1.4571 0.086
H 0.2627 -0.6817 -0.1879 0.315
H 0.2053 3.0766 -0.9816 0.285

---

--- b ---
20
Properties=species:S:1:pos:R:3:nbo_charge:R:1 method="wB97M-V/def2-TZVPD" total_charge=+1 spin_multiplicity=1 homo_energy_ev="-11.148 / -12.267" orbital_gap_ev="6.31 / 8.87"
C -2.2214 -0.7147 -1.7271 -0.099
C -1.3642 -0.3749 -0.9206 -0.155
C 0.1671 1.5296 -0.7691 -0.669
C -1.5687 -0.0086 1.9413 -0.422
C 1.8401 -1.3264 -1.4983 0.075
C -0.2654 0.1827 -0.2046 0.064
N -0.2236 0.1333 1.2758 -0.530
O 3.0526 -0.8658 -1.4362 -0.656
H -2.9752 -1.2522 -2.1566 0.241
H -0.4102 2.2724 -0.2034 0.212
H 1.2600 1.6013 -0.5424 0.238
H -0.1881 1.6713 -1.8285 0.276
H -2.3254 0.7923 1.5883 0.256
H -1.9356 -0.9964 1.7090 0.240
H -1.3884 -0.0090 2.9913 0.233
H 1.0943 -1.0194 -2.1223 0.156
H 1.6122 -2.1266 -0.8757 0.145
H 0.1089 1.0163 1.4966 0.428
H 0.4657 -0.6610 1.6663 0.461
H 3.4800 -0.8431 -2.2746 0.507

---

--- c ---
20
Properties=species:S:1:pos:R:3:nbo_charge:R:1 method="wB97M-V/def2-TZVPD" total_charge=+1 spin_multiplicity=1 homo_energy_ev=-14.140 smiles="C=[NH+]C(=C)CCCO" orbital_gap_ev=9.40
C 0.7680 -1.4434 1.5598 -0.066
O -0.2997 -0.5929 2.0875 -0.785
C 0.7610 -1.4274 0.0264 -0.437
C 1.0769 -0.0887 -0.6623 -0.452
C 0.0387 1.0250 -0.6372 0.118
C 0.2897 2.3296 -0.6746 -0.333
C -2.2847 0.5235 -1.2574 0.132
N -1.3244 0.5537 -0.4336 -0.412
H 1.7184 -1.0922 1.9275 0.185
H 0.5633 -2.4474 1.9468 0.198
H -0.0932 -0.2392 2.9526 0.500
H 1.5516 -2.1014 -0.2782 0.250
H -0.1361 -1.9178 -0.4040 0.209
H 2.0138 0.3037 -0.2689 0.244
H 1.2999 -0.3141 -1.6825 0.244
H -0.4234 3.1622 -0.7148 0.236
H 1.3514 2.6221 -0.7276 0.237
H -2.2631 1.0110 -2.2235 0.229
H -3.2183 0.0492 -1.0081 0.228
H -1.3900 0.0845 0.4721 0.475

---

The most stable arrangement is c, and the next structure is 0.0749 hartree less stable.

---

--- a ---
21
Properties=species:S:1:pos:R:3:nbo_charge:R:1 method="wB97M-V/def2-TZVPD" total_charge=+1 spin_multiplicity=1 homo_energy_ev="-12.173 / -11.779" orbital_gap_ev="7.64 / 6.99"
C 1.4846 1.1437 0.2472 -0.156
C 1.2208 0.3699 -0.9054 -0.161
C 0.8103 0.6465 1.4519 -0.247
C 2.0256 0.3334 -2.0445 -0.283
C -1.6457 0.5835 0.9664 -0.211
C -1.4046 -0.7664 1.5291 -0.205
C 0.0656 -0.5758 -0.4690 0.297
C -0.8934 -1.1834 -1.4021 -0.716
N -0.3709 -0.0279 0.8142 -0.255
H 2.4936 1.7243 0.3834 0.251
H 1.3958 -0.0820 2.0571 0.253
H 0.4084 1.5107 2.0504 0.241
H 1.9802 -0.4965 -2.8298 0.230
H 2.7912 1.0411 -2.0251 0.212
H -2.3166 0.6032 0.0622 0.249
H -1.6506 1.4792 1.5633 0.247
H -1.1723 -0.9575 2.5319 0.246
H -2.0133 -1.4163 1.0326 0.242
H -1.8855 -1.1920 -0.9774 0.223
H -0.4916 -2.2030 -1.6805 0.278
H -0.8316 -0.5346 -2.3558 0.265

---

--- b ---
21
Properties=species:S:1:pos:R:3:nbo_charge:R:1 method="wB97M-V/def2-TZVPD" total_charge=+1 spin_multiplicity=1 homo_energy_ev=-14.319 orbital_gap_ev=8.31
C 2.1414 -0.1688 -0.1215 0.213
C 1.1217 -1.0789 -0.4916 -0.600
C 3.4780 0.2867 0.2878 -0.248
C -2.4050 -0.1375 0.5684 -0.428
C -1.9680 1.2243 -0.1478 -0.389
C -1.2843 -1.2043 0.3635 -0.551
C -0.5087 0.9686 -0.5514 -0.629
C -0.1739 -0.3765 -0.2239 0.693
N 2.1547 1.0792 -0.0135 -0.331
H 1.2110 -1.1809 -1.5521 0.316
H 1.0577 -2.0573 -0.0936 0.269
H 3.5947 0.1950 1.3138 0.200
H 4.4093 0.3579 -0.4012 0.233
H -2.5807 -0.0583 1.7148 0.241
H -3.4650 -0.5152 0.3390 0.259
H -2.5728 1.4731 -0.9500 0.240
H -1.9133 1.9490 0.6347 0.238
H -0.9567 -1.5289 1.3581 0.294
H -1.3314 -2.0201 -0.3144 0.281
H -0.1594 1.1324 -1.6085 0.331
H 0.1506 1.6605 -0.1107 0.369

---

The most stable arrangement is b, and the next structure is 0.0269 hartree less stable.